Entry from OMol25: 2 unconnected molecules or ions with the total composition C3H10NO in a non-equilibrium geometry (ωB97M-V/def2-TZVPD).

```
15
C3H10NO ωB97M-V/def2-TZVPD
C 1.070 1.978 -0.288
O 1.882 1.113 0.489
H 1.146 3.036 -0.069
H -0.005 1.736 -0.199
H 1.327 1.822 -1.340
H 2.196 1.540 1.300
C -1.532 -1.274 0.180
C -1.786 -1.349 -1.110
N -0.149 -0.957 0.596
H -2.235 -1.521 0.953
H -1.167 -0.893 -1.874
H -2.663 -1.932 -1.376
H 0.486 -1.721 0.850
H -0.145 -0.219 1.303
H 0.257 -0.558 -0.255
```

The calculation puts the HOMO energy at -0.5421 Ha. The value obtained for the frontier orbital gap is 11.05 eV. As for the charge: +1. The multiplicity is 1.

=====

Entry from OMol25: 2 unconnected molecules or ions with the total composition C3H10NO in a non-equilibrium geometry (ωB97M-V/def2-TZVPD).

```
15
C3H10NO ωB97M-V/def2-TZVPD
C -0.544 -0.047 -2.850
O -1.367 0.097 -1.696
H 0.309 -0.690 -2.636
H -1.055 -0.613 -3.634
H -0.173 0.923 -3.157
H -2.287 -0.040 -1.927
C 0.692 0.247 2.293
C 1.497 0.987 1.552
N -0.162 -0.770 1.641
H 0.666 0.290 3.372
H 2.231 1.554 2.110
H 1.350 1.051 0.486
H -0.431 -0.421 0.714
H 0.303 -1.676 1.562
H -1.029 -0.890 2.171
```

The calculation puts the HOMO energy at -0.5167 Ha. The value obtained for the frontier orbital gap is 10.38 eV. As for the charge: +1. The multiplicity is 1.

=====

Entry from OMol25: 2 unconnected molecules or ions with the total composition C3H10NO in a non-equilibrium geometry (ωB97M-V/def2-TZVPD).

```
15
C3H10NO ωB97M-V/def2-TZVPD
C 1.031 -1.611 1.416
N 0.908 -0.452 0.440
H 0.539 -2.478 0.988
H 0.401 -1.378 2.273
H 2.086 -1.648 1.646
H 1.046 -0.759 -0.509
H 0.100 0.191 0.535
H 1.554 0.286 0.724
C -1.887 0.588 -0.643
C -0.874 1.368 -1.065
O 0.187 0.932 -1.792
H -2.590 0.028 -1.251
H -2.317 0.943 0.291
H -0.830 2.403 -0.718
H 0.647 1.586 -2.337
```

The calculation puts the HOMO energy at -0.4839 Ha. The value obtained for the frontier orbital gap is 9.67 eV. As for the charge: +1. The multiplicity is 1.

=====

LUMO level
In order: -3.7; -3.7; -3.5
Unit: eV
Energy above the lowest of the compared OMol25 structures with the same formula, charge and spin
In order: 41.09; 37.00; 51.01
Unit: kcal/mol